(1)
62
Properties=species:S:1:pos:R:3:lowdin_charge:R:1 method="wB97M-V/def2-TZVPD" energy_ha=-1663.72140 mol_weight_g_mol=608.82 total_charge=+1 fmax_ev_per_a=4.85 homo_energy_ev=-10.74 spin_multiplicity=1 orbital_gap_ev=7.75
Ba 2.189 0.538 -0.975 2.378
O 2.150 4.526 0.919 0.181
C 2.302 3.269 0.552 -0.501
O 2.330 2.914 -0.614 -0.112
C 2.396 2.302 1.704 -0.108
O 2.982 1.089 1.280 -0.318
C 4.414 1.146 1.187 -0.092
C 4.815 0.054 0.173 -0.675
O 5.516 -0.881 0.547 0.035
O 4.294 0.201 -0.984 -0.423
H 2.045 5.094 0.143 0.151
H 2.906 2.736 2.565 0.158
H 1.354 2.091 1.977 0.124
H 4.737 2.123 0.813 0.142
H 4.871 0.938 2.153 0.140
O 0.236 -0.405 -2.088 -0.213
C -0.452 0.143 -1.203 -0.654
N -1.799 0.292 -1.218 0.172
C -2.254 1.063 -0.063 -0.260
C -0.882 1.319 0.620 -0.420
O -0.707 1.979 1.627 0.077
N 0.087 0.660 -0.071 -0.132
C -2.999 2.309 -0.514 -0.151
C -2.372 3.545 -0.599 -0.014
C -3.067 4.648 -1.075 -0.068
C -4.389 4.520 -1.471 -0.080
C -5.021 3.288 -1.388 -0.066
C -4.330 2.187 -0.907 -0.025
C -3.081 0.234 0.919 -0.162
C -3.559 0.856 2.070 -0.018
C -4.298 0.137 2.994 -0.061
C -4.571 -1.207 2.775 -0.085
C -4.097 -1.828 1.632 -0.083
C -3.348 -1.112 0.707 -0.034
H -2.354 0.165 -2.047 0.167
H -1.344 3.646 -0.273 0.109
H -2.577 5.611 -1.133 0.106
H -4.929 5.382 -1.842 0.106
H -6.055 3.186 -1.690 0.108
H -4.827 1.228 -0.822 0.122
H -3.340 1.903 2.237 0.126
H -4.665 0.626 3.887 0.109
H -5.152 -1.767 3.496 0.104
H -4.315 -2.874 1.457 0.101
H -2.977 -1.598 -0.186 0.103
N 2.672 -5.181 -0.756 0.057
C 3.907 -4.367 -1.034 -0.082
C 3.657 -2.936 -0.576 -0.188
N 2.488 -2.339 -1.215 -0.125
C 1.293 -3.152 -1.031 -0.188
C 1.481 -4.606 -1.465 -0.091
H 2.498 -5.168 0.251 0.184
H 2.814 -6.152 -1.030 0.183
H 4.087 -4.414 -2.108 0.141
H 4.752 -4.811 -0.512 0.142
H 4.539 -2.327 -0.763 0.106
H 3.509 -2.919 0.508 0.140
H 2.671 -2.195 -2.205 0.123
H 0.475 -2.710 -1.600 0.116
H 1.014 -3.121 0.028 0.139
H 1.679 -4.671 -2.534 0.140
H 0.603 -5.207 -1.231 0.138



(2)
13
Properties=species:S:1:pos:R:3:lowdin_charge:R:1 method="wB97M-V/def2-TZVPD" energy_ha=-795.82689 mol_weight_g_mol=135.14 total_charge=0 fmax_ev_per_a=10.78 homo_energy_ev=-8.91 spin_multiplicity=1 orbital_gap_ev=9.41
C -1.734 0.308 0.781 -0.507
C 0.462 0.323 -0.865 -0.270
C 1.728 0.004 0.098 -0.471
H -1.818 -2.346 -0.872 0.165
H -2.275 0.401 1.738 0.079
H 0.002 -0.565 -1.005 -0.019
H 0.769 1.000 -1.694 0.094
H 2.281 -0.851 1.524 0.099
N -1.922 -0.990 0.335 -0.104
O -1.400 -1.417 -0.838 -0.133
O 1.512 -0.700 1.079 0.195
O 2.981 -0.080 -0.379 -0.043
S -0.812 1.441 -0.064 0.916



(3)
23
Properties=species:S:1:pos:R:3:lowdin_charge:R:1 method="wB97M-V/def2-TZVPD" energy_ha=-546.46941 mol_weight_g_mol=158.19 total_charge=+1 fmax_ev_per_a=0.22 homo_energy_ev=-13.39 spin_multiplicity=1 orbital_gap_ev=10.31
C 1.998 0.430 1.574 -0.038
C 1.938 -0.318 0.256 -0.440
O 3.220 -0.565 -0.292 -0.021
C 1.223 0.453 -0.859 -0.113
N 0.027 1.181 -0.433 0.123
C -1.205 0.737 -0.279 -0.290
N -2.219 1.528 0.161 0.173
C -3.283 0.765 0.183 -0.094
N -3.027 -0.476 -0.228 0.140
N -1.676 -0.511 -0.527 -0.084
N -1.020 -1.624 -0.989 0.142
H 2.586 -0.144 2.294 0.091
H 2.475 1.406 1.449 0.096
H 1.009 0.575 2.012 0.079
H 1.424 -1.280 0.400 0.129
H 3.842 -0.782 0.411 0.102
H 0.958 -0.219 -1.671 0.117
H 1.921 1.189 -1.258 0.142
H 0.132 2.148 -0.158 0.167
H -4.267 1.081 0.495 0.151
H -3.621 -1.286 -0.318 0.182
H -1.073 -2.385 -0.321 0.123
H -1.361 -1.904 -1.902 0.125



(4)
101
Properties=species:S:1:pos:R:3:lowdin_charge:R:1 method="wB97M-V/def2-TZVPD" energy_ha=-2217.42808 mol_weight_g_mol=593.89 total_charge=+1 fmax_ev_per_a=5.33 homo_energy_ev=-11.08 spin_multiplicity=1 orbital_gap_ev=8.56
C 2.725 0.177 1.330 -0.096
C 3.764 1.322 1.769 -0.109
C 4.021 2.474 0.706 -0.346
O 4.487 3.562 1.146 0.085
O 3.830 2.397 -0.708 -0.080
C 2.478 2.716 -1.101 -0.221
C 2.423 2.865 -2.691 -0.320
S 2.454 1.283 -3.653 1.090
C 2.930 -0.188 -2.639 -0.366
C 1.750 -1.287 -2.492 -0.214
C 0.513 -0.757 -1.580 -0.202
C -0.748 -1.700 -2.005 -0.181
C -2.139 -1.249 -1.317 -0.181
C -2.055 -1.016 0.272 -0.199
C -3.387 -0.206 0.697 -0.155
C -3.307 1.350 0.255 -0.161
O -4.631 1.742 -0.218 -0.072
C -4.623 2.102 -1.591 -0.392
C -4.907 3.611 -2.107 0.006
O -4.428 1.243 -2.483 0.030
H 2.330 0.251 0.267 0.018
H 1.858 0.126 2.092 0.091
H 3.244 -0.852 1.411 0.093
H 3.418 1.789 2.765 0.126
H 4.764 0.793 1.996 0.136
H 2.170 3.735 -0.649 0.161
H 1.686 1.956 -0.790 0.113
H 3.346 3.480 -3.005 0.121
H 1.508 3.464 -3.058 0.123
H 1.107 1.055 -4.023 0.030
H 3.300 0.038 -1.587 0.085
H 3.799 -0.721 -3.182 0.112
H 1.410 -1.618 -3.529 0.115
H 2.215 -2.154 -1.893 0.137
H 0.312 0.353 -1.800 0.102
H 0.689 -0.974 -0.472 0.094
H -0.459 -2.791 -1.840 0.122
H -0.835 -1.561 -3.148 0.080
H -2.430 -0.247 -1.794 0.090
H -2.951 -2.047 -1.488 0.115
H -1.092 -0.514 0.626 0.096
H -2.092 -2.059 0.767 0.121
H -3.433 -0.245 1.839 0.110
H -4.333 -0.730 0.316 0.130
H -3.102 1.941 1.210 0.129
H -2.479 1.497 -0.533 0.128
H -5.605 4.155 -1.389 0.088
H -3.929 4.197 -2.266 0.093
H -5.390 3.522 -3.140 0.091
C 1.608 2.792 6.056 -0.171
C 0.492 3.554 5.377 -0.174
C 0.174 2.660 4.194 -0.216
O 0.460 1.316 4.600 -0.154
C 1.185 1.353 5.839 -0.193
H 1.735 3.044 7.110 0.120
H 2.556 2.984 5.541 0.112
H -0.375 3.614 6.043 0.119
H 0.768 4.568 5.084 0.116
H 0.813 2.893 3.334 0.104
H -0.871 2.737 3.881 0.113
H 0.510 1.014 6.632 0.126
H 2.034 0.669 5.790 0.093
C -4.355 -5.296 -4.481 -0.173
C -4.124 -5.878 -3.105 -0.173
C -2.928 -5.083 -2.623 -0.204
O -3.011 -3.789 -3.239 -0.174
C -4.012 -3.836 -4.267 -0.201
H -5.369 -5.445 -4.856 0.118
H -3.657 -5.744 -5.195 0.118
H -4.990 -5.675 -2.466 0.119
H -3.948 -6.955 -3.107 0.118
H -1.988 -5.547 -2.942 0.118
H -2.909 -4.971 -1.536 0.117
H -4.882 -3.272 -3.913 0.123
H -3.632 -3.357 -5.172 0.108
C -2.783 1.229 -6.144 -0.156
C -2.546 -0.265 -6.190 -0.158
C -1.136 -0.380 -5.647 -0.198
O -0.958 0.708 -4.723 -0.199
C -2.055 1.626 -4.876 -0.187
H -3.838 1.506 -6.131 0.123
H -2.314 1.706 -7.011 0.120
H -3.247 -0.773 -5.520 0.114
H -2.653 -0.697 -7.187 0.123
H -0.392 -0.269 -6.443 0.122
H -0.959 -1.329 -5.135 0.100
H -2.701 1.524 -3.999 0.093
H -1.675 2.650 -4.913 0.119
C 5.539 -1.665 7.970 -0.176
C 5.931 -0.811 6.785 -0.177
C 4.583 -0.343 6.273 -0.223
O 3.712 -0.264 7.410 -0.155
C 4.349 -0.908 8.523 -0.197
H 6.338 -1.795 8.701 0.117
H 5.225 -2.656 7.626 0.117
H 6.520 0.047 7.124 0.119
H 6.511 -1.346 6.030 0.115
H 4.151 -1.065 5.571 0.116
H 4.636 0.632 5.782 0.111
H 4.665 -0.128 9.225 0.120
H 3.633 -1.560 9.028 0.120